Formula: C2H2OS2
Source: OMol25
Level of theory: ωB97M-V/def2-TZVPD

Each line ends with the Löwdin charge.
Geometry (Å):
S (-1.945, 0.672, -0.801)  0.6757
O (-0.347, -1.006, 1.017)  -0.0570
C (-0.279, 0.901, -0.354)  -0.4723
S (2.111, -0.472, 0.307)  0.7383
H (-1.197, -0.973, 0.458)  0.0472
C (0.489, -0.246, 0.368)  -0.9917
H (0.061, 1.894, -0.764)  0.0598

## Properties
**Energy relative to the best compared isomer or geometry (same formula, charge and spin)**: 29.1 kcal per mole
**SMILES**: OC(=S)C=S
**F_max**: 3.80 eV Å⁻¹
**Total energy**: -25822.47934 eV

---

Formula: C2H2OS2
Source: OMol25
Level of theory: ωB97M-V/def2-TZVPD

Each line ends with the Löwdin charge.
Geometry (Å):
C (-0.045, -0.323, 0.258)  -0.9859
H (-0.637, 0.969, -1.241)  0.1059
O (1.392, 1.259, -0.825)  0.0856
S (-0.661, -1.913, 0.257)  0.4679
S (0.960, -1.415, 1.360)  0.4818
H (-1.358, 0.709, 0.998)  0.2262
C (0.349, 0.713, -0.807)  -0.3813

## Properties
**Energy relative to the best compared isomer or geometry (same formula, charge and spin)**: 90.3 kcal per mole
**F_max**: 3.68 eV Å⁻¹
**Total energy**: -25819.82418 eV

---

Formula: C2H2OS2
Source: OMol25
Level of theory: ωB97M-V/def2-TZVPD

Each line ends with the Löwdin charge.
Geometry (Å):
H (-1.605, 1.200, -0.626)  0.0829
S (-0.019, 1.146, 1.487)  0.6705
S (1.206, -1.008, -0.346)  0.7901
C (-0.004, 0.083, 0.212)  -1.1535
H (1.543, -1.495, 0.875)  -0.0965
O (-1.485, -0.463, -1.807)  0.0743
C (-1.172, 0.215, -0.885)  -0.3678

## Properties
**Energy relative to the best compared isomer or geometry (same formula, charge and spin)**: 22.4 kcal per mole
**SMILES**: O=CC(=S)S
**F_max**: 2.43 eV Å⁻¹
**Total energy**: -25822.77036 eV

---

Formula: C2H2OS2
Source: OMol25
Level of theory: ωB97M-V/def2-TZVPD

Each line ends with the Löwdin charge.
Geometry (Å):
H (-0.080, 0.064, -0.835)  0.0087
H (1.265, -0.121, 1.641)  -0.2282
O (-1.405, 1.315, 0.083)  0.0471
S (1.134, -0.828, 0.502)  0.4632
C (0.641, 1.888, -0.990)  -0.5599
C (-0.446, 1.160, -0.620)  -0.5539
S (1.929, 2.611, -1.561)  0.8229

## Properties
**Energy relative to the best compared isomer or geometry (same formula, charge and spin)**: 92.1 kcal per mole
**F_max**: 4.23 eV Å⁻¹
**Total energy**: -25819.74656 eV

---

Formula: C2H2S2
Source: OMol25
Level of theory: ωB97M-V/def2-TZVPD

Each line ends with the Löwdin charge.
Geometry (Å):
C (-3.467, -0.394, -1.079)  -0.6103
S (-3.711, -0.152, 0.380)  0.6249
S (-0.594, 2.005, -0.110)  0.5268
C (-0.036, 0.456, 0.079)  -0.6046
H (0.846, -0.024, -0.542)  0.0414
H (-0.439, -0.302, 0.871)  0.0218

## Properties
**Energy relative to the best compared isomer or geometry (same formula, charge and spin)**: 57.1 kcal per mole
**F_max**: 2.67 eV Å⁻¹
**Total energy**: -23773.13806 eV

---

Formula: C2H32NO16S
Source: OMol25
Level of theory: ωB97M-V/def2-TZVPD

Each line ends with the Löwdin charge.
Geometry (Å):
O (-1.685, -1.480, -0.328)  -0.0593
H (5.642, -1.425, -1.576)  0.0225
H (-4.276, -0.826, 0.116)  0.0007
H (-2.232, -1.401, -1.121)  0.0322
H (-4.250, -2.921, -2.852)  0.0405
O (-0.999, 3.085, -1.501)  -0.0870
H (-3.715, 4.298, 1.395)  0.0951
O (0.472, 0.118, 1.378)  -0.0412
H (4.146, -1.637, -1.764)  0.0021
O (7.104, -4.268, -3.184)  -0.0719
O (1.890, 2.264, -0.012)  -0.0705
H (-4.685, -2.290, 0.042)  0.0135
H (5.457, -2.936, 2.227)  0.0404
H (-4.520, 3.416, 2.762)  0.1149
H (-0.384, 3.116, -0.759)  0.0043
O (-0.692, -3.833, 1.058)  -0.0752
H (5.983, -3.946, 1.218)  0.0402
H (2.757, -0.989, 1.938)  0.0100
H (-6.362, 1.528, 2.341)  -0.1102
C (-3.378, 2.081, 1.330)  -0.5740
O (5.005, -2.009, -2.006)  -0.0640
N (-5.590, 3.411, 0.905)  -0.4716
H (-1.817, 2.735, -1.111)  -0.0067
H (-0.944, -2.949, 0.749)  -0.0190
S (-6.506, 1.942, 1.012)  0.6545
O (-3.142, 1.549, 0.072)  -0.2147
C (-4.302, 3.354, 1.638)  -0.2539
H (0.000, -0.594, 0.927)  0.0223
O (-4.989, -1.433, 0.362)  -0.0779
H (1.797, -1.557, -1.464)  0.0585
H (1.387, 1.954, -0.775)  0.0218
H (6.643, 0.984, -3.065)  0.0445
O (-3.634, 6.032, 2.525)  -0.0646
O (5.178, -3.490, 1.488)  -0.0600
H (-1.517, -4.209, 1.383)  0.0268
H (-2.764, 5.834, 2.893)  0.0511
O (-2.779, 1.514, 2.306)  -0.1070
O (7.099, 0.203, -2.729)  -0.0566
H (1.635, 1.658, 0.696)  -0.0033
H (7.739, -3.686, -2.754)  0.0246
H (-3.605, 6.981, 2.354)  0.0410
O (2.268, -0.845, -1.014)  -0.0386
H (-4.090, -1.652, -3.673)  0.0437
H (1.744, -0.685, -0.218)  0.0022
H (6.245, -3.896, -2.941)  0.0115
H (-0.054, 0.279, 2.174)  0.0726
H (3.448, -2.267, 1.480)  0.0097
H (-5.481, 3.728, -0.061)  0.0593
O (-3.830, -2.053, -2.836)  -0.0422
H (7.332, -0.291, -3.523)  0.0394
H (-1.960, -0.725, 0.223)  0.0369
O (3.212, -1.772, 2.275)  -0.0674

## Properties
**F_max**: 4.71 eV Å⁻¹
**Total energy**: -47680.16481 eV
**Charge**: -1

---

Formula: C2H33O15
Source: OMol25
Level of theory: ωB97M-V/def2-TZVPD

Each line ends with the Löwdin charge.
Geometry (Å):
O (2.404, 2.346, 1.210)  -0.0708
O (1.250, -2.439, -2.153)  -0.0747
O (-0.232, -1.200, -0.434)  -0.4109
H (2.211, 0.311, 3.386)  0.0102
H (-0.206, 3.297, -0.142)  0.0070
O (-0.329, -0.644, -4.222)  -0.0799
H (0.259, 3.930, -1.456)  0.0756
H (-0.339, -0.494, -3.263)  -0.0247
C (-0.550, 0.275, 1.438)  -0.0609
H (-1.381, -2.179, -1.348)  -0.0488
O (3.067, -1.298, 3.010)  -0.0605
H (2.368, 0.740, 0.374)  -0.0052
H (-0.408, 2.371, 1.957)  0.0007
H (-1.803, -3.191, 1.035)  0.0080
H (-2.804, -2.302, -1.925)  0.0133
H (3.303, 1.182, 3.555)  0.0553
O (1.084, -2.690, 1.592)  -0.0114
H (3.669, -1.992, 3.200)  0.0283
O (-0.599, 0.813, -2.066)  -0.0700
O (-1.934, -2.651, -1.955)  -0.0317
O (2.342, 1.242, 3.615)  -0.0609
H (-1.308, 0.959, 1.892)  0.0843
H (0.505, -2.311, 0.983)  -0.0242
H (-0.198, 1.537, -1.590)  0.0062
H (-0.023, -0.204, 2.217)  0.0621
H (-0.447, -1.595, -4.321)  0.0353
H (1.366, -0.417, 0.171)  -0.0302
C (-1.249, -0.655, 0.409)  -0.3241
H (2.196, 1.924, 2.029)  -0.0440
H (-2.027, -0.200, -0.249)  0.1176
O (-0.319, 3.244, -1.101)  -0.0508
O (2.197, -0.065, -0.186)  -0.0868
H (-0.573, 0.112, -1.409)  -0.0203
O (-1.440, -4.020, 1.391)  -0.0617
H (-0.568, -3.765, 1.708)  -0.0086
H (1.556, -1.634, -2.577)  0.0230
O (-3.243, 0.526, -3.211)  -0.1276
H (0.103, 0.959, 0.876)  0.0558
H (-3.199, 1.234, -2.485)  -0.0095
H (-2.654, 2.166, -0.866)  0.0020
H (-0.019, 3.877, 2.240)  0.0745
H (-1.682, -1.496, 0.919)  0.0675
H (-2.177, 2.901, -1.977)  0.0160
H (1.279, -3.504, 1.157)  0.0685
H (-2.305, 0.465, -3.443)  -0.0151
O (-0.431, 3.273, 1.603)  -0.0562
H (0.504, -2.032, -1.702)  -0.0430
O (-2.984, 2.618, -1.594)  -0.0083
H (3.387, 2.392, 1.283)  0.0803
H (2.382, -1.717, 2.424)  0.0296

## Properties
**Energy relative to the best compared isomer or geometry (same formula, charge and spin)**: 32.8 kcal per mole
**F_max**: 3.84 eV Å⁻¹
**Total energy**: -33324.07721 eV
**Charge**: -1

---

Formula: C2H34N2O15
Source: OMol25
Level of theory: ωB97M-V/def2-TZVPD

Each line ends with the Löwdin charge.
Geometry (Å):
O (3.313, 1.289, 0.583)  -0.0884
C (-0.415, 1.247, -2.218)  -0.0567
H (-4.001, -0.530, 1.149)  0.0609
H (-3.064, -3.907, -1.367)  0.0488
H (2.311, 2.607, 2.322)  0.0225
O (3.187, 2.875, 2.637)  -0.0667
H (4.211, 1.650, 0.645)  0.0856
H (0.954, 0.431, 1.272)  0.0599
H (2.374, 2.725, -2.486)  0.0244
H (0.756, -2.343, 1.486)  0.0497
O (-3.607, 2.062, -0.400)  -0.0711
O (1.313, -1.889, 0.838)  -0.0630
H (1.472, -1.012, -4.415)  0.0458
O (-1.058, 2.539, 0.218)  0.0008
H (-0.843, -3.213, -1.536)  0.0091
H (3.350, -2.124, 1.715)  0.0341
H (-2.459, -0.057, 0.813)  0.0076
O (2.918, 2.045, -2.086)  -0.0681
H (-0.014, 0.561, -3.002)  0.0958
N (-0.215, 0.707, -0.866)  0.0542
H (-3.430, 2.651, 2.110)  0.0184
O (3.649, -1.215, 1.716)  -0.0733
H (-3.010, -0.161, -1.570)  0.0298
H (0.088, -4.240, -1.110)  0.0527
H (3.127, 1.182, 1.558)  0.0191
H (-3.798, 2.411, -1.272)  0.0446
O (-1.478, -2.822, 0.995)  -0.0699
H (-0.082, 1.162, 2.348)  0.1162
N (0.155, 1.046, 1.382)  0.1969
O (-2.637, -0.796, -2.188)  -0.0403
O (-3.061, -0.661, 1.255)  -0.0369
C (-0.429, 1.480, 0.230)  -0.5946
O (-2.610, 3.071, 2.355)  -0.0699
H (1.305, -2.458, 0.058)  0.0315
H (-1.473, 1.387, -2.374)  0.0594
O (-2.671, -3.605, -2.192)  -0.0572
H (0.336, -0.121, -0.757)  0.1132
H (-0.033, 2.256, -2.363)  0.0821
H (3.279, -0.758, 0.955)  0.0023
O (0.138, -3.381, -1.547)  -0.0792
H (-1.840, 3.103, 1.774)  -0.0055
H (2.743, 1.974, -1.134)  -0.0093
O (2.539, 0.451, 3.699)  -0.0634
O (0.667, -1.520, -4.642)  -0.0710
H (-1.722, -1.028, -1.996)  0.0291
H (-2.704, 2.285, -0.068)  -0.0097
H (-2.867, -2.659, -2.288)  0.0060
H (-1.435, -1.868, 0.849)  0.0007
H (3.513, 2.140, 3.164)  0.0152
H (0.616, -2.163, -3.914)  0.0185
H (2.491, -0.412, 3.260)  0.0260
H (-2.007, -2.816, 1.810)  0.0560
H (2.155, 0.423, 4.596)  0.0774

## Properties
**Energy relative to the best compared isomer or geometry (same formula, charge and spin)**: 85.3 kcal per mole
**F_max**: 2.22 eV Å⁻¹
**Total energy**: -36319.65739 eV

---

Formula: C2H35N2O15
Source: OMol25
Level of theory: ωB97M-V/def2-TZVPD

Each line ends with the Löwdin charge.
Geometry (Å):
H (0.918, 3.419, -1.222)  0.1283
O (3.723, 0.977, -1.664)  -0.0020
H (0.288, 4.153, 3.103)  0.1240
O (2.333, -2.024, 3.669)  -0.0024
N (-1.155, 1.659, 0.262)  0.1371
H (1.249, -1.972, 0.437)  0.0166
H (-1.494, 1.875, -0.786)  0.1236
H (1.546, 0.185, -2.436)  0.0750
O (-0.367, -1.012, -0.208)  -0.0603
H (4.634, 0.861, -1.680)  0.0260
H (-1.669, -2.970, 1.054)  0.1670
O (2.318, -1.750, -2.078)  -0.0347
H (-4.315, 0.280, -2.093)  0.1138
H (-1.483, -3.129, -1.251)  0.0003
H (-1.515, 2.607, -2.999)  0.0303
H (-2.286, 0.564, 1.931)  0.1091
H (-3.417, -1.416, 3.856)  0.0286
C (-1.412, -0.838, 0.542)  -0.4348
H (-4.228, -0.172, 3.432)  0.1157
H (2.957, -2.548, 3.350)  -0.0325
O (0.987, 2.469, -0.888)  -0.1285
H (2.110, -1.323, 1.360)  -0.0078
O (-1.271, -3.151, -3.295)  -0.0272
H (-2.884, 0.849, -2.138)  -0.0151
H (-2.782, -1.713, 1.866)  0.1143
O (1.790, 0.427, 2.597)  -0.1281
O (-3.379, -0.687, 3.289)  -0.0522
H (-0.220, 1.235, 0.088)  0.0985
O (-2.284, -3.402, -0.805)  -0.0745
H (2.451, 2.299, 0.156)  -0.0082
H (-1.022, 2.450, 0.934)  0.1285
H (-0.974, -2.252, -3.507)  0.0623
O (3.144, 2.018, 0.765)  -0.0399
H (1.429, 0.763, 3.480)  0.0989
H (-3.141, 0.772, 0.274)  0.1565
H (1.473, -2.076, -1.795)  0.0090
H (1.180, 1.801, -1.657)  0.0461
H (-0.931, -3.762, -3.927)  0.0478
N (-1.976, -1.919, 1.157)  0.1301
H (1.776, 1.062, -3.618)  0.0898
O (-3.710, 1.005, -1.703)  -0.0835
O (1.074, 0.865, -3.008)  -0.0508
H (2.729, 1.391, 1.300)  -0.0551
H (2.724, 0.040, 2.848)  0.1115
H (-2.594, -3.897, -1.558)  0.0360
O (2.182, -2.063, 0.741)  -0.0665
H (3.537, 0.861, -0.759)  -0.0171
H (1.581, -2.416, 4.162)  0.0868
O (0.216, 3.865, 2.105)  -0.0715
H (0.961, 3.301, 2.063)  -0.0181
H (-0.343, 1.666, -2.868)  0.1115
O (-1.251, 1.995, -2.384)  -0.0792
H (2.879, -1.749, -1.315)  0.0150
C (-2.088, 0.523, 0.816)  -0.0478

## Properties
**Energy relative to the best compared isomer or geometry (same formula, charge and spin)**: 77.1 kcal per mole
**F_max**: 7.13 eV Å⁻¹
**Total energy**: -36328.45877 eV
**Charge**: +1

---

Formula: C2H37N2O15
Source: OMol25
Level of theory: ωB97M-V/def2-TZVPD

Each line ends with the Löwdin charge.
Geometry (Å):
H (0.888, 1.557, -0.209)  0.0346
H (-0.670, 2.906, 1.082)  -0.0405
O (-1.801, 2.091, 3.009)  -0.0333
H (-4.022, 1.161, 0.518)  -0.0712
H (1.203, 0.874, 4.060)  0.0554
H (-2.191, 2.357, 3.897)  0.1008
O (1.439, -0.202, -4.644)  -0.0462
C (-0.936, -0.272, 0.530)  -0.1592
O (-0.817, -1.190, -4.027)  -0.0634
H (-1.138, 1.512, 3.230)  -0.0553
H (0.673, -3.874, 0.258)  -0.0759
H (2.209, 0.549, 0.085)  0.0392
H (1.304, -1.215, 3.706)  -0.0619
H (4.585, -1.313, -0.249)  0.0714
O (2.087, 3.362, -1.817)  -0.0158
H (2.270, -2.394, -0.785)  0.0608
H (2.420, -0.401, -4.654)  0.1065
O (1.343, -2.130, 3.864)  -0.0397
H (1.975, -2.503, 3.212)  0.0645
O (-2.172, 0.698, -2.817)  -0.1300
H (3.158, 1.985, -1.813)  0.0281
O (3.851, -0.665, -0.408)  -0.1292
H (4.196, -0.040, -1.146)  0.0414
H (-3.192, 2.342, -1.379)  0.0571
H (-1.457, 0.018, -3.072)  0.0023
O (-1.118, 3.613, 0.730)  -0.0526
H (-2.515, 2.822, -0.075)  -0.0348
O (0.100, -3.803, 0.919)  0.0016
O (3.698, 1.249, -2.229)  -0.0807
H (4.543, 1.681, -2.387)  0.0655
H (-4.540, 0.667, 1.823)  0.0697
O (-4.095, 0.418, 1.008)  -0.0123
O (-3.323, 2.478, -0.423)  -0.0471
H (-1.560, 0.720, 0.405)  0.1406
H (1.826, 3.749, -0.985)  0.0627
H (0.053, -0.989, -4.302)  -0.0540
H (-1.915, -2.728, 3.798)  0.1187
H (-0.563, -4.453, 0.692)  0.0654
H (1.098, -2.793, -1.812)  -0.0651
H (1.509, 3.490, -2.559)  0.0677
H (-0.764, -2.830, 3.032)  -0.0071
H (1.433, 0.551, -4.041)  0.0529
H (-2.754, -0.947, 1.287)  0.1358
O (0.784, 0.456, 3.333)  -0.0491
N (-1.895, -1.265, 0.757)  0.1123
H (-2.214, -1.713, -0.196)  0.2218
H (1.462, 0.433, 2.593)  0.0748
N (1.232, 0.771, 0.241)  0.0827
H (-1.590, -2.023, 1.455)  0.0883
H (-2.485, 0.925, -3.734)  0.0619
H (-1.923, 3.987, 1.237)  0.1224
O (1.498, -2.906, -1.082)  0.0441
H (0.877, -1.386, 0.954)  0.1298
H (-0.803, -2.142, -4.321)  0.1044
O (-1.674, -2.856, 2.840)  -0.0368
C (0.412, -0.390, 0.613)  -0.1238

## Properties
**Energy relative to the best compared isomer or geometry (same formula, charge and spin)**: 109.8 kcal per mole
**F_max**: 10.70 eV Å⁻¹
**Total energy**: -36359.90152 eV
**Charge**: +1

---

Formula: C2H3AgO
Source: OMol25
Level of theory: ωB97M-V/def2-TZVPD

Each line ends with the Löwdin charge.
Geometry (Å):
H (-0.025, 2.071, -0.691)  0.0434
H (2.147, 0.630, -0.996)  0.1818
Ag (-0.747, -0.636, 0.790)  0.7736
H (1.061, 1.948, 0.692)  0.0479
C (0.574, -0.612, -1.224)  0.2251
O (1.339, 0.284, -0.569)  -0.2257
C (0.355, 1.378, 0.071)  -0.0461

## Properties
**Energy relative to the best compared isomer or geometry (same formula, charge and spin)**: 130.4 kcal per mole
**F_max**: 1.93 eV Å⁻¹
**Total energy**: -8153.71055 eV
**Spin multiplicity**: 2
**Charge**: +1

---

Formula: C2H3AlF3O3S
Source: OMol25
Level of theory: ωB97M-V/def2-TZVPD

Each line ends with the Löwdin charge.
Geometry (Å):
C (-1.041, 0.509, -0.044)  -0.6491
F (-0.765, 1.682, -0.596)  0.1742
H (1.965, -1.193, 1.527)  0.0719
S (0.489, -0.613, -0.201)  0.9179
O (-0.133, -1.657, -1.082)  -0.2824
H (0.130, -1.465, 1.957)  0.1090
O (1.601, -0.011, -1.077)  -0.2544
Al (2.529, 0.937, 0.055)  0.8270
C (0.951, -1.566, 1.236)  -0.0878
F (-2.086, -0.001, -0.674)  0.1998
O (1.370, 1.087, 1.167)  -0.3053
H (1.059, -2.603, 0.898)  0.1001
F (-1.367, 0.647, 1.233)  0.1789

## Properties
**F_max**: 7.57 eV Å⁻¹
**Total energy**: -33838.91164 eV
**Charge**: +1